(1)
The following is a DFT calculation (wB97M-V/def2-TZVPD) of a cluster of 2 separate species, C6H13NOSi in total in a non-equilibrium geometry.

Structure (XYZ):
```
22
Properties=species:S:1:pos:R:3:forces:R:3:mulliken_charge:R:1
C 1.9959 -1.8409 -0.0791 -0.889 0.166 0.475 0.6759
C 2.7299 1.8003 0.4897 -3.098 0.660 -1.540 -0.4665
C 2.7886 1.0311 -0.6127 0.158 1.400 2.077 -0.6700
C -0.9712 -0.6636 1.8303 1.136 0.427 -0.128 -1.1254
C -1.6704 -2.0229 -1.0210 -2.992 5.196 1.718 -1.1436
C -0.9929 0.9391 -0.8343 -0.584 1.191 1.974 -1.0853
N 1.0545 -1.1608 -0.2922 -1.991 0.704 -0.374 -0.1566
O 2.9042 -2.4927 0.1814 2.015 -1.214 0.175 -0.4523
Si -0.6333 -0.7438 -0.0176 -0.556 0.271 -0.777 0.3570
H 1.7519 2.2828 0.6432 0.150 -0.233 0.316 0.1765
H 3.4293 2.1995 1.2028 0.896 -0.644 -0.325 0.3060
H 2.0382 0.6613 -1.2967 -0.232 0.729 0.347 0.3552
H 3.7357 0.6749 -0.7463 2.467 -1.379 -0.994 0.3007
H -1.7075 -1.3452 2.1373 -1.294 -1.106 0.195 0.4056
H -0.1037 -0.9498 2.4433 -0.013 0.379 -0.282 0.3193
H -1.3378 0.3171 2.1363 0.255 0.080 -0.067 0.3050
H -2.5430 -1.4134 -1.5892 1.628 -1.623 1.700 0.2501
H -1.0920 -2.3430 -1.7505 2.826 -1.887 -3.451 0.3796
H -1.9775 -2.7786 -0.3761 -0.996 -1.461 0.759 0.3532
H -0.0774 1.5343 -0.9040 0.024 -0.247 -0.793 0.2898
H -1.5831 0.8121 -1.7374 0.490 0.162 -0.373 0.3161
H -1.6083 1.6824 -0.1917 0.599 -1.569 -0.633 0.3096
```
Forces are in eV/Å.

* structure (SMILES): C[Si](C)(C)N=C=O.C=C
* LUMO energy: 0.75 eV
* charge: 0
* HOMO-LUMO gap: 10.53 eV

(2)
The following is a DFT calculation (wB97M-V/def2-TZVPD) of a cluster of 2 separate species, C3H13N4 in total in a non-equilibrium geometry.

Structure (XYZ):
```
20
Properties=species:S:1:pos:R:3:forces:R:3:mulliken_charge:R:1
N -2.0755 -0.2417 -0.5234 1.010 -3.802 0.515 -0.3421
C -1.9160 1.0527 -0.6002 2.430 3.172 2.094 -0.5321
N -2.6493 1.8559 -1.4124 -1.021 0.378 -0.465 -0.2846
H -2.9980 -0.5974 -0.8131 1.105 -0.320 0.615 0.1166
H -1.0959 -0.7922 -0.0849 -3.539 0.101 -1.829 0.4765
H -1.0104 1.4534 -0.0965 -0.860 -0.012 -0.779 0.2712
H -2.2870 2.7505 -1.6892 -0.214 -0.071 -0.388 0.1979
H -3.3916 1.3821 -1.9017 0.144 0.614 -0.423 0.1765
C 2.8031 0.0139 0.0714 -0.345 -0.633 -0.615 -0.8770
N 1.3862 0.3191 0.2882 0.138 -2.108 0.524 -0.2650
C 0.7052 -0.6657 1.1912 0.090 1.085 -0.532 -0.8897
N -0.0402 -1.7110 0.3933 1.982 0.226 1.440 -0.5782
H 3.1483 0.6286 -0.7669 0.226 -0.041 0.350 0.3208
H 3.4043 0.1447 0.9729 0.229 0.153 -0.028 0.3092
H 2.9179 -1.0333 -0.2447 -0.037 0.229 0.034 0.2708
H 1.3993 1.2370 0.6715 -0.742 0.638 0.509 0.2509
H -0.0472 -0.0913 1.7357 -0.032 -0.174 0.107 0.4674
H 1.3747 -1.1564 1.9222 0.033 0.306 -0.314 0.4195
H 0.6751 -2.1266 -0.2107 -0.559 -0.064 -0.048 0.2402
H -0.3029 -2.4222 1.0974 -0.038 0.324 -0.768 0.2513
```
Forces are in eV/Å.

* <S²>: 0.753
* LUMO energy (alpha / beta): 0.80 / 0.75 eV
* spin multiplicity: 2
* charge: 0
* HOMO-LUMO gap (alpha / beta): 3.77 / 8.77 eV

(3)
The following is a DFT calculation (wB97M-V/def2-TZVPD) of the molecule C5H7B in a non-equilibrium geometry.

Structure (XYZ):
```
13
Properties=species:S:1:pos:R:3:forces:R:3:mulliken_charge:R:1
B 1.3963 -0.8173 1.0119 0.219 -0.869 0.893 -0.4008
C -1.4925 0.2454 0.0723 2.434 1.401 0.597 -0.2316
C -0.2385 1.0918 0.3231 -4.195 1.669 -0.761 -0.1648
C -1.2959 -1.0327 0.2806 -0.106 -1.427 0.424 -0.3997
C 1.5944 -0.5900 -0.4169 0.431 0.575 0.314 -0.5844
C 1.0369 0.7034 0.5010 -0.067 0.029 0.247 -0.2390
H -2.5320 0.6046 -0.0405 1.070 0.415 -0.161 0.3125
H -0.6172 2.1363 0.4974 1.269 -0.746 0.014 0.2607
H -0.2608 -1.3899 0.5666 -1.841 -0.465 -0.228 0.0275
H -2.2108 -1.6126 0.3261 0.543 -0.852 0.119 0.2997
H 2.5623 -0.4462 -0.8603 0.318 0.388 -0.107 0.3427
H 0.7984 -0.7578 -1.0822 -0.592 -0.476 -1.099 0.4110
H 1.7036 1.4335 0.9085 0.517 0.358 -0.252 0.3662
```
Forces are in eV/Å.

* LUMO energy (alpha / beta): -0.13 / -0.13 eV
* charge: 0
* HOMO-LUMO gap (alpha / beta): 7.25 / 7.24 eV

(4)
The following is a DFT calculation (wB97M-V/def2-TZVPD) of a cluster of 14 separate species, C30H75N5O18 in total in a non-equilibrium geometry.

Structure (XYZ):
```
128
Properties=species:S:1:pos:R:3:forces:R:3:mulliken_charge:R:1
C -1.5734 20.4876 -14.0125 0.160 -1.030 -0.495 -0.7808
O -2.5504 19.9733 -13.1122 -0.404 0.556 -0.082 -0.3124
H -1.2253 19.6476 -14.6290 0.324 0.225 0.090 0.2554
H -2.0355 21.1843 -14.7082 -0.264 0.163 0.305 0.2134
H -0.7239 20.9623 -13.5285 -0.003 0.027 0.113 0.3933
H -2.1527 19.5935 -12.3243 0.238 -0.073 -0.143 0.2340
C -6.7736 17.4601 -15.3293 0.311 0.418 -0.265 -0.0039
O -5.9335 16.3152 -15.1689 -0.130 0.461 -0.001 -0.5317
H -6.4951 18.2602 -14.6347 -0.031 -0.157 0.093 -0.1549
H -6.6746 17.8946 -16.3361 -0.076 -0.215 0.066 0.4057
H -7.8213 17.2262 -15.1629 0.014 -0.356 0.046 0.0390
H -5.0432 16.6949 -15.0611 -0.143 -0.277 0.146 0.4034
C -5.8357 15.2914 -12.0474 -0.427 0.235 0.816 -0.0412
O -6.1150 14.1932 -12.8751 0.123 -0.206 -0.691 -0.5997
H -6.7361 15.5836 -11.4920 0.070 0.047 -0.062 0.0556
H -5.0937 15.0111 -11.2944 0.137 0.035 -0.132 0.3086
H -5.5094 16.1681 -12.6005 0.172 0.001 -0.065 -0.1094
H -6.1024 14.5236 -13.7843 -0.106 -0.050 0.090 0.3729
C -3.2079 18.0248 -16.2430 0.184 0.640 0.078 -0.7778
O -3.4988 17.8030 -14.8646 0.023 0.145 -0.258 -0.5966
H -3.8529 18.8000 -16.6786 -0.103 -0.235 0.051 0.2544
H -2.1752 18.3707 -16.3912 -0.069 -0.246 0.065 0.3305
H -3.3531 17.0908 -16.7725 -0.035 -0.097 -0.041 0.3597
H -3.4074 18.6403 -14.3818 0.026 -0.238 0.083 0.2394
C -4.9474 22.0151 -15.4485 0.143 -0.121 -0.192 -0.2245
O -4.2833 22.8493 -14.4981 0.086 -0.128 -0.047 -0.3943
H -4.2399 21.3616 -15.9759 -0.035 0.013 0.121 0.2227
H -5.6563 21.3857 -14.9178 -0.106 0.086 -0.012 -0.0830
H -5.4784 22.5985 -16.2038 -0.085 0.017 0.117 0.2954
H -3.4626 23.1424 -14.9033 -0.052 0.165 0.055 0.2578
C -6.3122 19.7214 -6.8528 0.449 -0.564 -0.016 0.0451
O -6.0483 20.0800 -5.5018 -0.112 0.003 0.200 -0.5802
H -6.6123 18.6727 -6.8466 -0.197 0.089 0.052 -0.0060
H -7.0925 20.3192 -7.3169 0.029 0.084 -0.074 0.0858
H -5.3900 19.7358 -7.4460 -0.163 0.302 -0.093 0.1757
H -5.9328 21.0300 -5.4413 -0.003 0.048 -0.077 0.2943
C -6.0718 25.1008 -11.7024 0.053 0.655 -0.064 -0.0499
O -7.1690 26.0150 -11.7651 -0.179 -0.220 0.198 -0.5305
H -5.4471 25.3191 -10.8297 -0.036 -0.246 0.013 0.0513
H -6.4813 24.0982 -11.6369 0.040 -0.125 0.002 -0.1666
H -5.4539 25.2006 -12.5980 0.007 -0.219 -0.005 0.4603
H -6.8797 26.8640 -11.4251 0.046 0.084 -0.106 0.3005
C -11.1192 18.1507 -11.6143 -0.428 -0.358 0.199 -1.4656
C -10.8600 16.8072 -12.2339 -0.229 0.004 -0.550 0.4533
C -12.1400 15.9602 -12.4413 0.611 0.236 -0.644 -0.4180
O -12.0242 15.4695 -13.7981 0.447 0.602 0.359 -0.4064
C -11.0497 16.1788 -14.4506 -0.408 -0.285 1.818 0.4333
O -10.8038 16.0573 -15.5887 0.270 0.023 -1.535 -0.5040
O -10.3977 17.0099 -13.5996 -0.405 -0.327 0.160 -0.0419
H -11.4496 18.0070 -10.5833 0.175 0.078 0.082 0.5688
H -11.9412 18.6466 -12.1334 0.148 0.163 -0.108 0.3848
H -10.2127 18.7348 -11.6393 0.143 0.420 0.096 0.1271
H -10.0514 16.3077 -11.7011 -0.108 -0.287 -0.035 0.3269
H -13.0165 16.6112 -12.3945 -0.052 -0.192 0.129 0.2722
H -12.2291 15.1082 -11.7774 -0.045 -0.001 0.089 0.3189
C -4.8103 21.5469 -11.0900 1.347 0.764 0.088 -1.0061
C -6.0106 20.6842 -11.2171 -0.246 -0.309 0.203 2.7805
C -6.0974 19.7798 -12.4567 -0.086 0.628 0.003 0.7106
O -6.5318 18.5184 -11.9244 0.222 0.480 0.089 0.1333
C -6.4941 18.5682 -10.5617 0.039 0.647 -0.798 0.0750
O -6.8799 17.6992 -9.8635 -0.197 -0.932 0.621 -0.5038
O -5.9847 19.7289 -10.1266 -0.241 0.147 -0.401 -0.3009
H -3.8631 20.9983 -11.0796 -0.297 -0.360 -0.336 -0.0573
H -4.7501 22.0992 -10.1455 -0.620 -0.044 -0.040 0.1063
H -4.7212 22.2767 -11.9013 -0.189 -0.137 -0.060 0.2428
H -6.9335 21.2643 -11.1422 0.028 -0.106 0.242 -1.5254
H -5.1513 19.7376 -13.0049 0.084 -0.526 0.310 -0.5989
H -6.8391 20.1680 -13.1591 -0.144 -0.210 0.141 -0.3025
C -9.2674 20.2594 -15.4168 -0.364 -0.310 0.158 0.3298
O -8.3578 20.9207 -15.8848 0.032 -0.214 0.036 -0.6985
N -10.4430 19.9801 -16.0541 0.432 0.283 0.925 0.2176
C -11.6539 19.6419 -15.3427 0.262 -0.947 0.285 -0.5381
C -10.6117 20.4550 -17.3772 -0.369 0.157 -0.888 -1.1414
H -9.1919 19.7656 -14.4322 -0.135 0.181 0.054 0.3452
H -12.2006 18.8631 -15.8846 0.027 0.162 -0.116 0.3233
H -12.3211 20.4935 -15.1895 0.112 0.137 -0.022 0.3177
H -11.3877 19.1858 -14.3872 -0.012 0.275 0.044 -0.2136
H -11.1124 19.6821 -17.9637 0.041 0.038 -0.123 0.3333
H -11.2403 21.3518 -17.4019 0.105 0.099 -0.089 0.3438
H -9.6330 20.6675 -17.7903 -0.016 0.118 -0.180 0.3405
C -9.5172 22.5317 -11.4030 -0.037 1.316 -0.473 0.7400
O -9.3180 21.3546 -11.5596 0.033 -0.980 0.056 -0.4200
N -10.6626 23.1859 -11.7283 0.060 -0.787 0.307 0.2093
C -10.7755 24.6116 -11.7527 -0.112 0.443 0.214 -0.7347
C -11.8262 22.4510 -12.1663 -0.434 0.297 -0.077 -0.9994
H -8.7433 23.2301 -11.0302 -0.069 -0.126 0.016 -0.4099
H -9.8375 25.0794 -11.4625 0.108 -0.023 -0.118 0.0512
H -11.5560 24.9484 -11.0600 0.031 0.007 -0.063 0.3136
H -11.0480 24.9459 -12.7566 0.078 0.094 -0.003 0.3369
H -11.9380 22.5091 -13.2545 0.046 -0.177 0.028 0.3529
H -11.7889 21.4217 -11.8348 0.242 -0.176 -0.086 0.1416
H -12.7240 22.9040 -11.7283 0.142 -0.001 -0.025 0.3794
C -0.2213 24.6323 -10.5899 0.183 -0.339 0.041 0.1413
O -0.2465 25.8383 -10.6297 0.034 0.465 0.040 -0.5621
N -1.2857 23.8315 -10.7970 0.239 -0.248 0.772 0.1484
C -2.5739 24.3885 -11.0698 -0.874 0.092 -0.930 -0.5239
C -1.1735 22.3928 -10.8713 -0.468 -0.065 -1.117 -0.6760
H 0.6916 24.0509 -10.3735 0.071 0.065 -0.015 0.2697
H -3.3724 23.7711 -10.6585 0.178 -0.142 0.112 -0.1137
H -2.7367 24.4210 -12.1583 -0.117 0.019 0.122 0.3190
H -2.7244 25.3977 -10.7020 0.510 0.085 0.190 0.3688
H -1.9080 21.8969 -10.2362 0.210 0.044 0.302 0.1991
H -1.4269 22.0971 -11.9006 -0.053 -0.059 0.199 0.1929
H -0.1671 22.0224 -10.7062 0.118 0.231 0.398 0.3811
C -7.0313 23.3003 -8.6263 0.549 -0.600 0.031 0.2177
O -7.6750 22.2903 -8.8050 -0.305 -0.219 -0.197 -0.6549
N -7.5213 24.5268 -8.4436 -0.515 0.303 -0.136 0.3301
C -6.6775 25.6356 -8.1441 0.329 0.529 0.415 -0.9257
C -8.9416 24.7924 -8.5285 0.054 0.128 0.367 -0.9304
H -5.9269 23.2723 -8.6001 0.027 0.103 0.094 0.1906
H -6.8109 26.4408 -8.8716 0.087 -0.037 -0.058 0.2765
H -5.6338 25.3193 -8.1188 -0.038 0.053 -0.123 0.2591
H -6.9150 26.0453 -7.1542 0.006 -0.015 -0.097 0.3303
H -9.4696 23.8610 -8.6987 -0.028 -0.047 -0.121 0.2380
H -9.2881 25.2232 -7.5841 -0.035 -0.010 -0.053 0.3879
H -9.1265 25.5144 -9.3249 -0.089 -0.053 -0.055 0.2775
C -10.8577 15.3179 -6.8838 0.695 0.004 -0.342 0.2401
O -11.6614 15.4771 -5.9970 -0.419 -0.030 0.319 -0.6004
N -9.5127 15.4005 -6.7582 -0.241 -0.108 0.038 0.1605
C -8.6307 15.2919 -7.8953 0.395 0.357 0.025 -1.0424
C -8.8776 15.6125 -5.4764 -0.216 -0.335 0.351 -0.8320
H -11.1331 15.0770 -7.9286 -0.165 0.061 0.060 0.2070
H -7.7854 14.6595 -7.6196 -0.007 -0.107 -0.196 0.3185
H -8.2355 16.2751 -8.1751 0.038 -0.116 -0.008 0.4356
H -9.1300 14.8768 -8.7662 -0.136 -0.136 0.038 0.2993
H -9.6177 15.9084 -4.7379 -0.088 0.261 -0.152 0.3127
H -8.4537 14.6745 -5.0886 0.167 0.161 -0.260 0.3014
H -8.0962 16.3653 -5.5677 0.010 0.026 0.081 0.2245
```
Forces are in eV/Å.

* LUMO energy: 0.01 eV
* charge: 0
* HOMO-LUMO gap: 8.89 eV

The records above yield energy above the lowest of the compared OMol25 structures with the same formula, charge and spin values of 220.5; 125.8; 426.2; 8.2 kJ/mol, respectively.